(1)
DFT (ωB97M-V/def2-TZVPD) results for a structure of composition C20H21BrIrN5O3.

Structure (XYZ):
```
51
Properties=species:S:1:pos:R:3:forces:R:3:mulliken_charge:R:1
H 0.59065 6.45243 -3.15683 0.002 -0.002 -0.012 0.349
H 0.87434 -1.70018 1.61218 0.020 -0.016 -0.014 0.688
C -5.39067 -2.06792 0.75275 0.027 -0.033 -0.050 -0.561
N 0.38478 2.30172 -2.07532 -0.115 -0.010 -0.119 -0.726
O 0.33539 1.42764 -4.13949 -0.004 0.015 -0.054 -0.702
H -2.19818 -2.09625 -2.37385 0.114 -0.036 0.197 0.377
C 0.27144 3.88324 -3.81196 0.030 0.008 0.031 -0.430
H 4.14033 -2.17409 6.05899 0.002 0.007 -0.006 0.401
H -1.42764 -1.54659 1.06663 0.042 -0.174 -0.129 0.374
C 0.35532 3.55223 -1.56135 0.080 0.065 0.037 0.474
H 0.47306 3.01359 0.37546 -0.006 0.008 0.009 0.187
C 4.81233 -2.72013 4.09795 0.018 -0.028 -0.020 -0.582
H 0.89950 6.23491 -1.44520 0.016 -0.013 -0.004 0.413
H -6.40786 -3.90128 0.21451 -0.004 0.032 0.025 0.434
C -2.18607 -0.58892 -0.72362 -0.069 -0.317 0.245 0.615
C -3.61306 -2.65868 -1.27150 0.007 -0.003 -0.042 0.532
Ir 0.27206 0.03472 -2.19001 -0.095 0.130 0.446 1.876
H -4.20130 -0.29195 1.10020 -0.045 -0.024 0.022 0.482
H 1.11501 4.17380 -4.43940 0.021 -0.003 0.013 0.349
C 3.66643 -1.66550 2.25399 -0.031 0.011 -0.036 0.659
C -5.57242 -3.24897 0.00078 -0.045 0.143 0.147 -0.513
C 4.00697 -2.03261 4.99486 -0.001 0.004 0.014 -0.442
C 4.65078 -2.52949 2.73666 0.085 -0.058 -0.025 -0.497
O -1.63817 -0.83682 -1.97391 -0.016 0.134 -0.158 -1.179
H 5.57383 -3.39731 4.46090 -0.015 0.005 -0.014 0.400
H -2.48955 0.45979 -0.63587 0.018 0.069 -0.121 0.212
H 2.44728 -0.58074 5.23011 0.001 0.002 -0.015 0.393
N 0.32274 4.50441 -2.49146 -0.039 0.005 -0.044 0.031
C 0.33582 2.42855 -3.42872 0.020 -0.113 -0.101 0.600
H -6.09415 -1.82750 1.53900 0.007 0.005 -0.006 0.435
N -1.20671 -0.86022 0.35794 -0.084 0.303 0.018 -0.219
C 2.87849 -0.95927 3.16645 -0.048 0.076 -0.019 -0.390
H -0.77860 6.25752 -2.05023 -0.009 -0.015 -0.002 0.339
C 3.52755 -1.52771 0.80207 0.160 -0.038 0.188 -0.756
C -4.30971 -1.19005 0.50355 -0.120 -0.060 0.086 -0.235
C -4.70327 -3.55222 -1.00006 0.161 0.110 -0.020 -0.544
H -0.65556 4.10870 -4.34252 -0.012 -0.002 0.010 0.342
C 1.04404 -1.23539 0.64169 0.093 -0.094 0.163 -0.391
N 0.36001 3.78688 -0.25679 0.004 -0.006 0.002 -0.322
O -2.83642 -2.93003 -2.25683 -0.069 0.100 -0.099 -0.557
C 0.24273 5.94142 -2.26341 0.010 -0.038 0.018 -1.062
H 4.43174 -1.68355 0.22225 0.008 0.000 0.039 0.386
C 3.04862 -1.14315 4.52825 -0.025 0.005 -0.005 -0.611
H -4.80884 -4.43121 -1.62194 0.038 0.021 -0.016 0.501
H 0.37196 4.72100 0.11498 -0.009 -0.006 0.009 0.209
Br 2.54907 -1.13206 -1.78556 0.020 0.035 -0.050 -0.154
C 2.40525 -1.26463 0.13388 -0.212 0.025 -0.137 0.284
H 2.16830 -0.22166 2.81033 0.026 -0.004 0.036 0.588
N 0.08024 -0.76187 -0.04204 0.022 -0.062 -0.337 -0.432
H 5.28595 -3.05985 2.03648 -0.009 0.007 0.029 0.379
C -3.40383 -1.46479 -0.47498 0.028 -0.169 -0.130 -0.003
```
Positions in Å, forces in eV/Å.

Values from the calculation:
Gap between HOMO and LUMO (spin up / spin down) = 0.29134 / 0.17729 Eh
Multiplicity = 5
⟨S²⟩ = 6.0348
Net charge = +2



(2)
DFT (ωB97M-V/def2-TZVPD) results for the molecule C20H21ClF3N3O2.

Structure (XYZ):
```
50
Properties=species:S:1:pos:R:3:forces:R:3:mulliken_charge:R:1
F -6.43506 5.67555 -0.56043 -0.074 -0.049 -0.261 -0.268
C 5.54684 -2.69141 3.52368 -0.069 -0.020 -0.083 0.984
H -1.13451 -1.20325 -0.07406 0.007 0.008 0.055 0.358
C -2.01205 0.66080 -3.28713 0.540 0.314 -0.200 -0.874
Cl -3.98468 2.92738 -4.24941 -0.099 -0.006 -0.140 -0.259
C -4.66236 3.93168 -1.89566 0.077 -0.172 0.465 -0.734
C -4.05277 2.86563 -2.51613 -0.002 0.120 0.142 0.421
H -2.10862 -0.28292 -3.83110 0.021 0.076 -0.044 0.367
C 1.35024 -2.00375 -1.21010 -0.599 0.156 -0.115 -0.587
N -0.36816 -0.37944 -1.83068 0.176 0.022 -0.068 0.143
C -1.32496 -0.35841 -0.73580 -0.285 -0.205 -0.071 -0.391
H 1.65830 -2.43813 -2.16164 -0.041 0.034 0.092 0.286
C 4.26091 -2.61623 4.04944 0.073 -0.004 -0.046 -0.535
H 7.52407 -3.40080 3.94051 0.074 -0.039 0.023 0.367
C 0.99912 -0.51627 -1.36857 0.142 -0.226 0.173 -0.783
H 1.15357 -0.01590 -0.39937 0.025 0.015 -0.079 0.334
C 3.34029 -2.38598 1.84001 0.273 -0.026 0.213 0.216
C 6.73445 -2.83005 4.42365 0.023 0.065 0.012 -1.425
H -4.67111 2.63482 1.22232 -0.078 0.090 0.095 0.440
C 2.14352 -2.22141 0.98904 -0.335 0.004 -0.050 0.601
C -2.73589 -0.44897 -1.31105 0.051 -0.181 0.426 -1.213
H -5.00135 4.77505 -2.47823 -0.006 0.020 -0.092 0.488
N -3.88576 1.74926 -0.42647 0.318 -0.306 -0.149 -0.405
H 6.70538 -2.66962 1.72482 0.095 -0.017 -0.041 0.361
H 7.13243 -1.84325 4.66301 0.076 0.020 0.058 0.274
H -1.24011 0.56897 -0.14366 0.045 -0.048 0.005 0.363
H 0.47879 -2.54247 -0.82584 0.133 0.063 -0.133 0.406
C 5.71090 -2.61170 2.14376 0.021 -0.008 0.097 -0.681
H -2.17548 1.48698 -3.97187 0.041 -0.179 0.070 0.340
H -0.49213 1.71793 -2.17013 0.027 -0.024 -0.038 0.269
C -4.49143 2.75198 0.16259 -0.236 0.596 -0.082 -0.666
O 2.44305 -2.18809 -0.32245 0.400 -0.025 0.150 -0.268
C -4.87471 3.89942 -0.51625 -0.057 -0.062 -0.123 0.054
H 2.16750 -2.40672 3.62107 -0.076 0.005 0.031 0.448
C -0.59693 0.75418 -2.70244 -0.205 -0.115 -0.241 -0.689
C 3.16830 -2.46479 3.22060 -0.111 0.037 -0.247 -0.585
C -5.49434 5.06638 0.18101 0.018 0.216 0.155 0.885
C -3.60400 1.76278 -1.73775 -0.465 0.500 0.205 0.575
H 1.67914 -0.06040 -2.09118 -0.038 0.030 0.031 0.424
H -2.83166 -1.37068 -1.89069 0.009 0.000 0.039 0.377
O 1.01383 -2.13237 1.40992 0.112 0.021 -0.054 -0.640
F -4.58892 6.02257 0.48196 0.167 0.001 -0.047 -0.255
H 0.12716 0.72630 -3.51939 0.004 0.050 0.016 0.525
H 4.11915 -2.67782 5.11873 -0.015 -0.018 0.104 0.362
C 4.62456 -2.46085 1.30578 -0.210 0.027 -0.007 -0.536
F -6.07780 4.73153 1.34097 -0.005 -0.255 0.128 -0.272
N -2.98491 0.65890 -2.21668 -0.098 -0.342 -0.248 0.070
H 4.76003 -2.40102 0.23737 0.023 0.000 -0.071 0.464
H -3.47377 -0.42752 -0.51234 0.096 -0.129 -0.127 0.492
H 6.46194 -3.31785 5.35626 0.039 -0.036 0.069 0.373
```
Positions in Å, forces in eV/Å.

Values from the calculation:
Gap between HOMO and LUMO = 0.32587 Eh
Multiplicity = 1
Structure (SMILES) = Cc1ccc(C(=O)OCCN2CCN(c3ncc(C(F)(F)F)cc3Cl)CC2)cc1
Relative energy (zero: lowest compared OMol25 entry of this formula, charge and spin) = 0.000 eV